Density functional theory data (ωB97M-V with the def2-TZVPD basis set) for 2 unconnected molecules or ions with the total composition H4OSSi.

Structure (XYZ):
```
7
Properties=species:S:1:pos:R:3:forces:R:3
Si 1.2836 1.0622 -0.1123 1.570 -2.781 0.637
S 2.4936 -0.5012 0.0069 -0.294 0.818 -0.366
H 1.3067 2.1533 -0.9554 0.198 1.527 -1.636
H 0.3639 1.3018 0.8924 -1.398 0.404 1.424
O -0.6912 -1.1647 -0.1189 0.913 -0.778 1.131
H 0.2693 -1.4473 -0.1264 -1.349 0.349 0.016
H -1.0074 -1.4696 0.7707 0.360 0.462 -1.207
```
Positions in Å, forces in eV/Å.

Results
LUMO in eV: -0.7
Kohn-Sham gap in eV: 8.653
Structure (SMILES): [SiH2]=S.O
Total energy in a.u.: -765.288468
HOMO in Ha: -0.3443
ΔE to the lowest compared entry with this formula, charge and spin in kcal per mole: 45.3

Atomic partial charges in e from the Mulliken method, atoms 1 to 6:
1 Si 0.5567
2 S -0.3798
3 H -0.0897
4 H -0.0738
5 O -0.6345
6 H 0.2930

Density functional theory data (ωB97M-V with the def2-TZVPD basis set) for a molecular structure, H50O25Y.

Structure (XYZ):
```
76
Properties=species:S:1:pos:R:3:forces:R:3
Y 18.2432 -7.3113 2.4612 0.759 0.515 -0.588
O 22.9333 -7.2709 -0.2170 -0.162 0.290 -0.022
H 23.0780 -7.7696 -1.0212 0.312 -0.210 -0.306
H 22.7189 -7.9327 0.4405 0.082 -0.043 0.302
O 21.2867 -9.7084 5.4975 -0.354 0.305 -0.164
H 21.8825 -10.4273 5.2867 0.229 -0.376 -0.004
H 21.7805 -9.1578 6.1052 0.457 0.044 0.255
O 19.4214 -9.0393 3.6118 -0.259 0.229 -0.310
H 18.9807 -9.8233 3.9393 -0.693 -0.612 -0.014
H 20.2718 -9.0407 4.0512 0.715 0.179 0.433
O 22.7047 -5.7391 3.9123 -0.405 -0.155 -0.084
H 23.2610 -6.1541 4.5714 0.295 -0.069 0.152
H 22.7124 -4.8100 4.1423 0.263 0.366 -0.016
O 17.5498 -5.0184 2.6223 0.084 -0.776 0.160
H 17.2469 -4.7206 1.7645 -0.036 0.437 -0.845
H 17.3832 -4.2782 3.2059 -0.297 0.045 0.598
O 16.2648 -3.7183 4.7269 0.072 -0.324 -0.093
H 15.3695 -3.4950 4.9816 -0.366 0.376 -0.126
H 16.8123 -3.0928 5.2015 0.187 0.283 0.326
O 17.3717 -7.4188 4.6694 0.262 -0.418 -0.404
H 16.5985 -6.9532 4.9883 -0.533 0.282 0.343
H 17.7434 -7.8297 5.4499 0.374 0.024 0.159
O 17.4552 -9.4580 1.6470 -0.801 0.835 0.375
H 16.5741 -9.7903 1.8184 -0.289 0.048 0.215
H 17.8768 -10.1484 1.1353 0.985 -0.392 -0.167
O 13.8992 -5.2619 1.7662 0.366 -0.266 0.139
H 13.0147 -5.6261 1.7328 -0.368 0.013 -0.124
H 13.7743 -4.3184 1.6644 -0.145 0.278 0.059
O 17.4097 -6.9960 0.2986 1.377 0.397 1.043
H 17.9462 -6.6660 -0.4221 0.444 0.471 -0.478
H 16.5646 -7.1968 -0.1036 -1.092 -0.407 -0.017
O 20.1035 -8.3070 1.0911 -0.420 0.252 0.870
H 20.2447 -8.0155 0.1903 0.056 0.273 -0.805
H 20.6091 -9.1165 1.1634 -0.124 -0.238 0.341
O 15.6099 -6.1559 6.4454 0.020 -0.296 -0.294
H 15.4207 -5.8461 7.3311 -0.065 -0.095 0.393
H 15.4655 -5.3914 5.8878 0.101 0.369 -0.120
O 17.1955 -10.7975 4.1793 0.201 0.353 -0.120
H 16.9168 -10.6651 5.0854 -0.177 -0.038 0.370
H 16.9109 -11.6866 3.9681 -0.010 -0.396 -0.018
O 16.6277 -3.3066 0.6851 0.036 -0.222 0.205
H 15.6716 -3.3034 0.7297 -0.231 0.059 -0.090
H 16.8374 -2.6890 -0.0155 0.167 0.214 -0.245
O 18.9137 -11.5146 0.9015 0.003 0.077 -0.235
H 19.6792 -11.9209 1.3080 0.269 -0.124 0.153
H 18.2701 -12.2206 0.8428 -0.144 -0.458 -0.211
O 20.1009 -6.9183 6.3313 0.008 -0.163 0.027
H 20.3195 -7.8491 6.2868 0.018 -0.313 0.012
H 19.6117 -6.8255 7.1488 -0.060 0.296 0.378
O 13.6098 -8.4510 3.0785 0.003 -0.131 -0.149
H 13.1904 -9.1244 3.6141 -0.113 -0.340 0.190
H 12.9614 -7.7490 3.0244 -0.241 0.171 0.066
O 15.1745 -7.6033 -0.7400 -0.350 -0.122 -0.244
H 15.0453 -7.7907 -1.6698 -0.031 -0.057 -0.373
H 14.3279 -7.7950 -0.3367 -0.218 -0.004 0.246
O 15.8369 -7.2624 2.4514 1.029 -0.044 -0.112
H 15.2226 -7.9731 2.6352 -0.600 -0.491 0.378
H 15.2898 -6.4784 2.4043 -0.247 0.733 -0.219
O 20.8895 -5.6341 -1.1590 -0.413 0.475 -0.499
H 20.3567 -6.0032 -1.8633 -0.226 -0.011 -0.218
H 21.5172 -6.3245 -0.9457 1.017 -0.352 0.444
O 19.9186 -6.2600 3.7979 -0.573 0.109 -0.822
H 20.2601 -6.2907 4.6916 -0.083 -0.299 0.781
H 20.3888 -5.5351 3.3860 0.413 0.075 -0.585
O 20.5595 -3.1005 2.2832 -0.061 -0.372 0.044
H 20.2856 -2.7290 3.1217 -0.007 0.243 0.282
H 20.1225 -2.5585 1.6263 0.062 0.496 -0.260
O 18.3086 -6.2443 -2.1102 0.186 -0.154 -0.105
H 18.3877 -5.4009 -2.5559 -0.060 0.489 -0.116
H 17.8453 -6.8029 -2.7343 -0.160 -0.241 -0.288
O 20.6098 -8.6111 -1.4655 0.011 0.030 -0.085
H 20.6926 -9.5587 -1.3585 -0.005 -0.440 -0.088
H 20.4597 -8.4877 -2.4028 -0.039 0.094 -0.369
O 19.7585 -5.4707 1.1103 -1.226 -0.878 1.320
H 20.0872 -5.4759 0.2113 0.730 -0.255 -1.232
H 19.8499 -4.5610 1.3939 0.093 0.358 0.603
```
Positions in Å, forces in eV/Å.

Results
LUMO in eV: -7.0
Kohn-Sham gap in eV: 10.914
Total energy in a.u.: -1948.770404
HOMO in Ha: -0.6585
Total charge: +3

Atomic partial charges in e from the Mulliken method, atoms 1 to 6:
1 Y 1.3936
2 O -0.6463
3 H 0.3370
4 H 0.2779
5 O -0.5791
6 H 0.2561

Density functional theory data (ωB97M-V with the def2-TZVPD basis set) for 27 unconnected molecules or ions with the total composition H54O27.

Structure (XYZ):
```
81
Properties=species:S:1:pos:R:3:forces:R:3
O 4.0142 -11.0244 13.6330 -0.362 1.367 -1.409
H 4.2475 -11.7013 14.2303 0.013 -1.558 0.781
H 3.1035 -11.1336 13.2650 0.439 -0.083 0.433
O 3.3708 -9.2612 15.4591 0.777 0.645 0.540
H 3.8355 -9.8631 14.8319 -0.613 0.143 -0.211
H 2.5084 -9.0435 15.1101 -0.212 -0.217 -0.334
O -4.2061 -7.3153 13.8736 0.659 -0.740 0.363
H -3.9547 -8.2512 13.8847 -0.463 -0.381 -0.343
H -3.3600 -6.9899 14.2202 -0.077 0.702 -0.117
O 4.2955 -6.9511 17.2969 -0.374 0.441 1.219
H 3.7518 -7.1744 18.0861 0.218 0.789 -0.249
H 4.0932 -7.7148 16.7801 0.081 -0.925 -1.333
O 2.4277 -9.9759 17.8394 -0.529 0.411 2.915
H 2.7207 -9.4531 18.6373 -0.638 -0.896 -1.186
H 2.9600 -9.6315 17.1468 0.869 0.297 -1.484
O -2.1881 -9.3782 14.6533 1.307 -1.793 -0.984
H -1.7769 -8.7759 13.9767 -0.437 -0.714 0.383
H -1.7875 -10.2928 14.4176 -1.061 2.342 0.620
O 0.1611 -4.4965 17.8633 -3.203 0.396 1.697
H 1.0166 -4.6867 17.6272 3.431 -0.825 -1.085
H -0.0739 -5.1726 18.5415 -0.114 0.502 -0.352
O 2.3435 -1.9916 18.7291 -1.009 -0.126 -0.444
H 1.8599 -2.5459 18.0858 0.216 0.268 0.380
H 3.1960 -2.4123 18.7590 0.627 -0.222 0.089
O -2.3226 -2.8664 13.9259 0.558 0.615 -0.804
H -3.0248 -3.4341 14.2161 -1.116 -0.719 0.314
H -1.6859 -2.8790 14.6450 0.393 -0.066 0.345
O 2.1979 -7.8452 13.0688 2.113 -1.326 0.101
H 3.0561 -7.7594 13.5461 -0.654 -0.306 -0.652
H 1.6901 -7.1594 13.4479 -1.520 1.869 0.614
O 1.3565 -10.4360 12.8160 0.510 2.414 1.759
H 1.1321 -10.2575 11.9195 -0.375 -0.283 -1.397
H 1.4850 -9.4330 13.0950 -0.009 -2.331 -0.465
O -1.5661 -5.9549 15.8067 -0.814 1.081 -0.259
H -1.3878 -5.2459 15.1297 -0.111 -0.911 1.103
H -2.1348 -5.5110 16.4989 0.731 -0.169 -0.829
O -0.9597 -6.5149 19.6686 -0.164 0.420 0.597
H -0.9036 -7.0923 18.8979 -0.095 -0.316 -0.233
H -1.9073 -6.4033 19.8520 0.258 0.085 -0.342
O 2.7361 -4.3854 16.3459 0.454 -0.087 -0.679
H 3.1099 -4.2083 15.4514 -0.431 -0.248 1.099
H 3.2054 -5.1744 16.6798 0.143 0.061 -0.167
O -1.0995 -4.3465 11.9226 0.132 0.177 0.014
H -1.5081 -3.6639 12.5026 -0.205 -0.318 0.438
H -0.7972 -3.8279 11.1759 0.146 -0.078 -0.353
O -1.1824 -7.7237 12.7456 0.581 0.230 0.884
H -1.4626 -7.1488 12.0324 -0.189 0.260 -0.099
H -0.7640 -7.1356 13.4214 -0.190 -0.156 -0.741
O -4.3744 -4.7914 14.6298 -0.219 -0.197 0.412
H -4.8348 -5.3654 13.9960 0.252 0.164 0.314
H -4.3275 -5.3085 15.4615 -0.032 0.542 -0.646
O -3.2156 -3.9784 17.3299 0.585 1.153 0.439
H -4.0063 -3.9742 17.8973 0.625 -0.144 -0.155
H -2.5902 -3.2787 17.6921 -0.839 -1.106 -0.747
O -0.2634 -7.7236 17.3708 -0.026 1.369 0.429
H -0.4818 -7.0996 16.6395 -0.160 -0.242 0.043
H 0.0101 -8.5583 17.0414 0.273 -1.258 -0.650
O -3.9113 -5.9003 19.0380 1.182 1.468 0.621
H -4.1142 -6.3967 18.2656 -0.553 -0.918 -1.353
H -4.3385 -6.3121 19.7589 -0.930 -0.803 1.082
O -4.4273 -7.5078 16.7331 1.372 -0.163 1.371
H -4.7343 -7.5055 15.8305 0.099 -0.139 -0.835
H -3.4927 -7.8424 16.7438 -1.285 0.264 -0.500
O -1.2426 -1.8679 17.7073 -0.429 0.468 1.341
H -1.9315 -1.1948 17.7856 -0.090 0.209 -0.731
H -1.0558 -1.9306 18.6843 0.533 -0.346 -0.566
O 2.0286 -6.9380 18.8780 -0.348 -0.261 -0.467
H 1.8166 -7.0550 19.8139 -0.422 -0.016 -0.422
H 1.2676 -7.2485 18.3027 0.686 0.251 1.047
O 0.5047 -5.7228 13.8134 -0.167 0.275 -1.309
H 0.1888 -5.3065 12.9343 0.480 -0.062 1.955
H 0.7096 -5.0334 14.4787 -0.368 0.085 -0.561
O 0.0324 -3.2206 15.3988 -0.128 -0.329 -0.141
H 0.1622 -2.3020 15.0846 0.274 -0.344 0.307
H 0.0198 -3.2161 16.3758 -0.209 -0.071 -0.486
O 0.5558 -0.6507 15.2739 0.772 0.666 -0.911
H 1.4890 -0.3772 15.2570 -0.479 -0.134 -0.016
H 0.3621 -0.8107 16.1876 -0.318 0.043 1.139
O -0.5812 -2.2058 20.4115 0.994 -0.229 -0.396
H 0.3873 -2.0359 20.3036 -0.865 -0.130 0.089
H -0.6500 -3.1645 20.2650 0.053 0.215 0.164
```
Positions in Å, forces in eV/Å.

Results
LUMO in eV: 0.0
Kohn-Sham gap in eV: 11.083
Total energy in a.u.: -2063.972519
HOMO in Ha: -0.4059
ΔE to the lowest compared entry with this formula, charge and spin in kcal per mole: 26.7

Atomic partial charges in e from the Mulliken method, atoms 1 to 6:
1 O -0.7281
2 H 0.3241
3 H 0.4092
4 O -0.7116
5 H 0.4222
6 H 0.2609